Computed, not measured: 7 unconnected molecules or ions with the total composition C50H56F19NO15, with the ωB97M-V functional and the def2-TZVPD basis.

Calculated values
E_tot	-136595.1707	eV
maximum force	1.4	eV/A
structure (SMILES)	CC[C@@H](F)C1=C(CCC(=O)Nc2ccccc2)C(=O)C=C(CCc2ccccc2)C1=O.CCOC(=O)C(F)(F)F.CCOC(=O)C(F)(F)F.CCOC(=O)C(F)(F)F.CCOC(=O)C(F)(F)F.CCOC(=O)C(F)(F)F.CCOC(=O)C(F)(F)F
highest occupied orbital energy	-9.09	eV

Structure (ORCA input):
```
! wB97M-V def2-TZVPD RIJCOSX def2/J DEFGRID3
* xyz 0 1
C -2.58760 -0.40069 3.66052
C -1.74817 -1.32999 2.73235
C -1.26419 -0.48488 1.54607
F -0.84442 0.74049 2.07247
C -0.15112 -1.11215 0.69825
C -0.28332 -2.30302 0.08816
C -1.47793 -3.24722 0.13847
C -2.81438 -2.60000 -0.26194
C -2.76741 -2.01045 -1.68265
O -2.96750 -2.78575 -2.60498
N -2.53695 -0.64255 -1.92957
C -2.06239 -0.41251 -3.28644
C -0.87890 -1.02497 -3.65469
C -0.37759 -0.90488 -4.92792
C -1.08274 -0.11589 -5.81490
C -2.25544 0.50137 -5.45992
C -2.76642 0.36801 -4.17110
C 0.91193 -2.78994 -0.74226
O 1.16778 -3.97559 -0.81343
C 1.74466 -1.72843 -1.41423
C 1.87040 -0.55120 -0.80873
C 2.68614 0.61907 -1.28662
C 1.83695 1.90648 -1.36821
C 2.57343 3.20305 -1.02079
C 2.06186 4.40852 -1.52211
C 2.62013 5.62607 -1.23307
C 3.74773 5.68842 -0.41835
C 4.26064 4.51428 0.08061
C 3.68761 3.28766 -0.19841
C 1.15566 -0.37441 0.52429
O 1.68864 0.31044 1.37540
H -3.32313 -0.95290 4.24493
H -3.12886 0.35333 3.06725
H -1.93369 0.16509 4.32262
H -0.87760 -1.63702 3.32590
H -2.34007 -2.19965 2.44765
H -2.07674 -0.21915 0.85292
H -1.52481 -3.75887 1.10745
H -1.28120 -4.04362 -0.59271
H -3.55967 -3.40288 -0.30258
H -3.20568 -1.90460 0.49157
H -1.93406 -0.21558 -1.23483
H -0.39410 -1.62796 -2.88815
H 0.55055 -1.43761 -5.15500
H -0.69785 -0.00725 -6.82753
H -2.79581 1.10109 -6.18842
H -3.70812 0.84699 -3.92429
H 2.23479 -1.91177 -2.37088
H 3.47703 0.76260 -0.53530
H 3.21990 0.39804 -2.21768
H 1.50066 1.98825 -2.41245
H 0.91502 1.87270 -0.77034
H 1.17359 4.36696 -2.15405
H 2.18461 6.54106 -1.62897
H 4.18098 6.66357 -0.21428
H 5.13954 4.59237 0.71943
H 4.11358 2.39550 0.25308
C -2.26290 3.94731 1.92826
C -3.74545 4.24753 1.85538
O -4.20288 4.25985 0.48712
C -4.48371 3.07912 -0.04019
O -4.38792 2.02502 0.51612
C -4.99832 3.24861 -1.47335
F -4.26266 4.12359 -2.16706
F -6.26122 3.69840 -1.48819
F -4.97981 2.09406 -2.14444
H -1.70058 4.64918 1.31063
H -1.90879 4.01936 2.95601
H -2.04442 2.94527 1.55771
H -3.94519 5.24232 2.24911
H -4.32740 3.54097 2.44685
C 4.01531 -1.22189 4.24586
C 4.33913 -0.83944 2.81769
O 5.50277 0.01098 2.76456
C 6.67811 -0.60366 2.79355
O 6.84879 -1.78471 2.86127
C 7.80752 0.42860 2.67803
F 7.59272 1.49423 3.46033
F 7.91883 0.87453 1.41728
F 8.98402 -0.08936 3.02509
H 3.90514 -0.32957 4.86355
H 3.08971 -1.79585 4.28607
H 4.81429 -1.82111 4.68428
H 3.52215 -0.26123 2.39303
H 4.47726 -1.71998 2.18920
C 8.45503 3.58672 -4.36828
C 7.46392 4.67839 -4.02527
O 6.16990 4.39189 -4.58454
C 5.40390 3.56599 -3.87761
O 5.69381 3.05325 -2.84105
C 4.04852 3.39302 -4.54904
F 4.15588 3.20939 -5.87435
F 3.28043 4.46413 -4.35115
F 3.37320 2.35308 -4.06118
H 8.49532 3.43326 -5.44753
H 9.45073 3.84878 -4.01136
H 8.16430 2.63719 -3.91821
H 7.78162 5.62211 -4.46516
H 7.39043 4.83003 -2.94843
C -4.33344 -2.83205 10.11429
C -5.21611 -2.86016 8.88497
O -5.20692 -1.58479 8.21627
C -4.18755 -1.36541 7.39575
O -3.29265 -2.12568 7.17303
C -4.34375 0.00421 6.72386
F -4.71244 0.95403 7.59239
F -5.28168 -0.03319 5.76390
F -3.20684 0.40506 6.15557
H -4.62629 -2.01563 10.77572
H -4.40836 -3.77247 10.65944
H -3.28961 -2.66989 9.84463
H -6.24981 -3.04361 9.17201
H -4.92360 -3.65424 8.19867
C -6.91582 -0.32677 -0.55378
C -6.75252 -0.38731 0.94927
O -7.69041 -1.30869 1.53383
C -7.29432 -2.57186 1.48912
O -6.26952 -2.94554 0.99794
C -8.30625 -3.47757 2.20158
F -9.56680 -3.17353 1.87105
F -8.20041 -3.35345 3.53380
F -8.11315 -4.76019 1.90203
H -7.94807 -0.08824 -0.81577
H -6.25887 0.42947 -0.97744
H -6.68087 -1.28707 -1.01401
H -6.97001 0.58560 1.38676
H -5.73330 -0.64815 1.23136
C 3.00190 -5.77131 -3.95593
C 3.88942 -4.54984 -3.86141
O 4.39645 -4.17589 -5.15894
C 3.58545 -3.44478 -5.91136
O 2.48797 -3.08294 -5.60323
C 4.27811 -3.08343 -7.23177
F 4.91283 -4.13378 -7.76532
F 5.18968 -2.11821 -7.04148
F 3.40741 -2.64099 -8.13622
H 3.53194 -6.59067 -4.44368
H 2.68968 -6.09249 -2.96274
H 2.11094 -5.56473 -4.54948
H 4.76154 -4.76858 -3.24813
H 3.36865 -3.71258 -3.39876
*
```

Löwdin atomic charge list, values in e, 4 entries: -0.078, -0.140, -0.269, -0.014



Computed, not measured: a molecular structure, C50H57As3BrNO2S2V, with the ωB97M-V functional and the def2-TZVPD basis.

Calculated values
energy relative to the best compared isomer or geometry (same formula, charge and spin)	187.4	kJ/mol
E_tot	-358253.1935	eV
expectation value of S²	2.045
maximum force	0.9	eV/A
highest occupied orbital energy (spin up / spin down)	-14.31 / -14.31	eV

Structure (ORCA input):
```
! wB97M-V def2-TZVPD RIJCOSX def2/J DEFGRID3
* xyz 3 3
V -0.56794 0.08263 -1.35089
C 7.59566 1.86499 -2.74023
C 6.23456 1.29029 -2.49361
C 5.60810 0.49280 -3.44579
C 4.34019 -0.02374 -3.22377
C 3.71964 0.25604 -2.01233
C 4.31450 1.05451 -1.03074
C 5.56518 1.56836 -1.29277
S 2.15711 -0.44559 -1.75537
O 1.29059 0.66641 -1.02722
C 2.24546 -1.76637 -0.57778
C 2.53077 -2.98658 -1.24310
C 2.62336 -4.13359 -0.51911
C 2.40601 -4.11785 0.88066
C 2.50232 -5.31521 1.63028
C 2.32917 -5.29907 2.98246
C 2.05820 -4.08020 3.64412
C 1.95501 -2.91401 2.94458
C 2.11245 -2.89775 1.53394
C 2.03604 -1.67499 0.78383
C 1.91065 -0.40891 1.58415
C 3.08534 0.03157 2.26265
C 4.34191 -0.61901 2.09691
C 5.44402 -0.17664 2.76168
C 5.36648 0.93742 3.63519
C 4.18149 1.58011 3.81695
C 3.01239 1.14293 3.13759
C 1.77587 1.79297 3.34073
C 0.64862 1.37711 2.69226
C 0.73911 0.27355 1.81787
S -0.81571 -0.15542 1.04793
O -1.77555 0.97300 1.22139
C -1.33661 -1.55325 1.96549
C -1.07102 -1.61152 3.33428
C -1.61579 -2.63622 4.08547
C -2.41527 -3.61951 3.50652
C -2.96987 -4.74260 4.32801
C -2.68015 -3.53597 2.13804
C -2.16084 -2.50969 1.37533
H 8.02416 1.49696 -3.66909
H 8.27196 1.61342 -1.92318
H 7.54302 2.95299 -2.79590
H 6.10675 0.28024 -4.38100
H 3.85311 -0.62433 -3.97983
H 3.80719 1.27957 -0.10591
H 6.04283 2.19911 -0.55468
H 2.68315 -3.00053 -2.31529
H 2.86004 -5.07060 -1.00504
H 2.73319 -6.23711 1.11414
H 2.41812 -6.21220 3.55387
H 1.94485 -4.07302 4.71957
H 1.77446 -1.99054 3.47439
H 4.42655 -1.46880 1.43297
H 6.39065 -0.68065 2.62583
H 6.25118 1.26753 4.16043
H 4.11029 2.42701 4.48526
H 1.73074 2.62854 4.02741
H -0.30094 1.86872 2.84584
H -0.47184 -0.85508 3.81978
H -1.41937 -2.66857 5.14903
H -3.01044 -4.48168 5.38295
H -2.33719 -5.62627 4.22709
H -3.97104 -5.01630 3.99978
H -3.31656 -4.27706 1.67280
H -2.41096 -2.45354 0.32659
C -4.29851 -0.67408 -0.59080
As -3.14715 0.50109 -1.60253
C -3.83466 0.13595 -3.38123
C -3.97620 2.17643 -1.09617
C -3.46019 3.49209 -1.67355
C -3.31764 3.43958 -3.19352
C -2.12250 3.84964 -1.03381
As -0.62606 2.65788 -1.27733
C 0.21021 3.12790 -2.96875
C 0.60691 3.42195 -0.00965
C -4.46595 4.60832 -1.33719
As -5.25566 5.03980 0.43695
C -3.84845 4.52428 1.71214
C -6.38580 3.45394 0.68996
H -5.31337 -0.35711 -0.84666
H -4.13240 -0.54660 0.47675
H -4.16801 -1.71354 -0.88593
H -4.85351 0.53066 -3.40045
H -3.87483 -0.94019 -3.54376
H -3.25971 0.61310 -4.17048
H -3.92568 2.18308 -0.00262
H -5.02671 2.02361 -1.37219
H -2.57273 2.71582 -3.54505
H -3.01318 4.41381 -3.57906
H -4.26424 3.18397 -3.67268
H -2.22158 3.94206 0.05286
H -1.76256 4.81319 -1.41393
H 0.06116 4.19653 -3.13450
H -0.21610 2.58757 -3.81435
H 1.27732 2.91747 -2.90191
H 0.70651 4.47218 -0.29530
H 1.57002 2.92254 -0.04976
H 0.18609 3.34996 0.99020
H -5.35894 4.45934 -1.95513
H -4.03664 5.55556 -1.68016
H -3.01254 5.22173 1.65807
H -3.48659 3.49897 1.62979
H -4.30040 4.63868 2.69832
H -7.03422 3.32758 -0.17720
H -7.02601 3.65816 1.54823
H -5.84291 2.52871 0.88097
Br -0.65994 -5.68655 -1.15972
C -0.86856 -4.13853 -2.16800
C -1.14699 -4.19903 -3.52419
C -1.31299 -3.01405 -4.22940
C -1.23569 -1.82014 -3.55006
N -0.99008 -1.75369 -2.22385
C -0.77404 -2.89913 -1.55359
H -1.22827 -5.15439 -4.02619
H -1.51401 -3.01738 -5.29082
H -1.38030 -0.87727 -4.06421
H -0.52112 -2.83023 -0.50192
*
```

Löwdin atomic charge list, values in e, 4 entries: 0.537, -0.018, -0.224, -0.002